[1]
Here is C29H51BCaN5OP2S4 as an isolated structure from the OMol25 dataset. Energies are from ωB97M-V/def2-TZVPD.

The value obtained for the total energy is -4462.88343 Eh. As for the molecular weight: 726.9 Da. Its HOMO-LUMO gap is 5.80 eV. Its charge is -1.

Last column: Löwdin charge in e.
Cartesian coordinates (Å):
Ca -1.388 1.039 0.156  0.732
C 1.264 4.132 0.635  -0.132
C 2.372 3.549 -0.255  -0.704
C 3.729 3.918 0.351  -0.094
C 2.235 4.195 -1.636  -0.105
P 1.948 1.712 -0.370  1.132
C 2.638 1.131 1.259  -0.312
N 1.938 -0.050 1.722  -0.065
B 0.482 -0.243 1.674  -0.421
N 0.354 -1.530 2.363  -0.062
C -0.900 -2.174 2.691  -0.312
P -2.084 -2.034 1.264  1.110
C -3.625 -2.812 2.036  -0.701
C -3.490 -4.252 2.532  -0.100
C -3.987 -1.920 3.238  -0.121
C -4.785 -2.711 1.037  -0.111
C -1.345 -3.261 0.024  -0.681
C -0.615 -4.454 0.642  -0.087
C -0.331 -2.461 -0.809  -0.121
C -2.422 -3.748 -0.949  -0.107
C 1.580 -2.012 2.788  -0.187
C 1.934 -3.161 3.473  -0.038
C 3.284 -3.395 3.745  -0.129
C 4.257 -2.490 3.346  -0.130
C 3.908 -1.321 2.664  -0.039
C 2.573 -1.086 2.383  -0.193
C 3.097 0.875 -1.605  -0.699
C 4.551 1.338 -1.628  -0.098
C 3.059 -0.616 -1.241  -0.090
C 2.476 1.020 -3.000  -0.108
H 1.393 5.216 0.719  0.087
H 1.278 3.718 1.645  0.074
H 0.274 3.941 0.216  0.014
H 3.779 5.004 0.481  0.081
H 4.562 3.624 -0.286  0.056
H 3.876 3.466 1.333  0.070
H 2.257 5.285 -1.531  0.083
H 1.284 3.922 -2.100  0.069
H 3.048 3.910 -2.306  0.059
H 2.507 1.949 1.973  0.082
H 3.713 0.947 1.181  0.073
H -1.369 -1.668 3.538  0.085
H -0.743 -3.215 2.979  0.066
H -2.667 -4.362 3.242  0.071
H -3.336 -4.958 1.716  0.059
H -4.412 -4.543 3.049  0.081
H -3.339 -2.108 4.095  0.068
H -5.013 -2.139 3.546  0.082
H -3.934 -0.860 2.981  0.037
H -4.660 -3.373 0.183  0.051
H -4.892 -1.695 0.657  0.029
H -5.715 -2.991 1.542  0.082
H 0.250 -4.132 1.224  0.067
H -0.245 -5.103 -0.160  0.083
H -1.261 -5.054 1.284  0.060
H 0.465 -2.059 -0.183  0.044
H -0.811 -1.630 -1.332  0.063
H 0.118 -3.119 -1.563  0.088
H -3.121 -4.445 -0.486  0.058
H -1.936 -4.271 -1.779  0.081
H -2.985 -2.909 -1.363  0.082
H 1.182 -3.869 3.802  0.096
H 3.572 -4.292 4.280  0.086
H 5.298 -2.685 3.570  0.085
H 4.674 -0.613 2.373  0.094
H 5.003 1.307 -0.634  0.072
H 4.651 2.350 -2.021  0.060
H 5.134 0.673 -2.275  0.081
H 3.550 -0.824 -0.288  0.072
H 3.574 -1.189 -2.018  0.087
H 2.032 -0.978 -1.175  0.063
H 2.477 2.052 -3.349  0.060
H 1.445 0.662 -2.996  0.055
H 3.050 0.423 -3.718  0.081
S -2.053 3.341 1.802  -0.159
S -4.090 3.145 1.485  -0.179
S -4.459 1.161 1.049  -0.237
S -4.033 0.783 -0.928  -0.184
C -1.720 0.920 -4.885  -0.008
N -1.770 2.044 -3.964  -0.037
C -2.355 3.225 -4.287  -0.052
C -2.515 4.212 -3.385  0.003
C -2.070 3.951 -2.044  -0.387
N -1.470 2.810 -1.745  0.097
C -1.350 1.819 -2.654  -0.591
O -0.900 0.712 -2.344  -0.094
N -2.227 4.839 -1.066  0.160
H -2.004 1.266 -5.876  0.086
H -2.400 0.135 -4.556  0.102
H -0.713 0.510 -4.910  0.090
H -2.686 3.319 -5.312  0.126
H -2.986 5.145 -3.654  0.104
H -2.847 5.616 -1.208  0.107
H -2.067 4.500 -0.097  -0.052

Atoms 1-3, force components in eV/Å:
Ca -0.16 -0.04 0.19
C 0.03 -0.01 0.00
C 0.01 -0.01 0.01

---

[2]
Here is a 2-piece molecular cluster, C29H51Cl3FPSi overall at a distorted geometry from the OMol25 dataset. Energies are from ωB97M-V/def2-TZVPD.

The SMILES is CC(C)=CCC[C@@H](C)CCP(CCF)CCCCCCCC[Si](C)(C)c1ccccc1.ClC(Cl)Cl. The value obtained for the total energy is -3246.47170 Eh. As for the molecular weight: 584.1 Da. Its HOMO-LUMO gap is 7.46 eV. Its charge is 0.

Last column: Löwdin charge in e.
Cartesian coordinates (Å):
C 7.490 -4.413 -1.302  -0.088
C 8.052 -3.615 -0.011  -0.285
C 8.656 -4.487 1.196  -0.086
C 8.021 -2.176 0.003  -0.102
C 7.032 -1.315 0.925  -0.185
C 7.628 0.089 1.431  -0.175
C 7.502 1.304 0.392  -0.348
C 7.933 0.963 -1.112  -0.107
C 6.045 2.036 0.427  -0.210
C 4.876 1.150 -0.234  -0.396
P 3.577 2.116 -1.218  0.917
C 4.272 3.707 -1.974  -0.364
C 5.688 3.531 -2.705  -0.220
F 6.582 4.528 -2.170  -0.115
C 2.251 2.677 0.061  -0.380
C 0.843 2.624 -0.751  -0.300
C -0.379 3.278 0.068  -0.215
C -1.744 2.727 -0.643  -0.213
C -2.950 2.745 0.417  -0.216
C -3.813 1.375 0.258  -0.215
C -4.986 1.447 1.373  -0.260
C -6.462 1.347 0.744  -0.268
Si -7.294 -0.387 0.932  0.557
C -8.993 -0.040 1.814  -0.217
C -6.302 -1.617 2.010  -0.211
C -7.668 -1.114 -0.831  -0.219
C -6.569 -1.208 -1.925  -0.075
C -6.953 -1.756 -3.317  -0.077
C -8.421 -2.185 -3.552  -0.088
C -9.510 -2.135 -2.455  -0.078
C -9.148 -1.590 -1.051  -0.071
H 7.013 -5.420 -1.016  0.081
H 8.326 -4.675 -2.054  0.074
H 6.769 -3.728 -1.866  0.071
H 9.799 -4.405 1.216  0.083
H 8.389 -5.583 0.983  0.068
H 8.158 -4.173 2.173  0.073
H 8.726 -1.638 -0.732  0.096
H 6.859 -1.953 1.876  0.111
H 6.022 -1.253 0.404  0.094
H 8.734 -0.073 1.652  0.115
H 7.057 0.356 2.399  0.113
H 8.238 2.119 0.759  0.136
H 7.279 0.194 -1.640  0.072
H 8.994 0.502 -1.077  0.080
H 8.034 1.941 -1.696  0.074
H 5.802 2.175 1.550  0.109
H 6.102 3.112 0.009  0.098
H 4.339 0.618 0.642  0.085
H 5.262 0.293 -0.901  0.056
H 4.249 4.517 -1.169  0.082
H 3.522 4.029 -2.792  0.082
H 5.547 3.747 -3.827  0.122
H 6.094 2.464 -2.638  0.093
H 2.242 2.009 0.994  0.083
H 2.492 3.767 0.349  0.078
H 1.020 3.245 -1.709  0.104
H 0.683 1.507 -0.994  0.101
H -0.322 4.417 -0.082  0.114
H -0.342 3.058 1.186  0.103
H -1.919 3.361 -1.573  0.112
H -1.471 1.661 -0.996  0.101
H -3.677 3.584 0.094  0.120
H -2.568 2.900 1.484  0.108
H -4.230 1.370 -0.818  0.107
H -3.150 0.443 0.390  0.111
H -4.767 0.682 2.189  0.086
H -4.920 2.482 1.884  0.102
H -6.489 1.690 -0.358  0.083
H -7.106 2.127 1.307  0.079
H -9.436 -1.053 2.091  0.015
H -8.865 0.673 2.697  0.042
H -9.687 0.468 1.048  0.045
H -5.312 -1.883 1.496  0.048
H -6.972 -2.546 2.158  0.018
H -6.071 -1.100 3.001  0.041
H -5.483 -0.889 -1.745  0.088
H -6.232 -1.834 -4.193  0.085
H -8.743 -2.565 -4.588  0.086
H -10.577 -2.478 -2.671  0.085
H -9.951 -1.557 -0.251  0.075
Cl -7.399 -4.380 4.674  0.520
C -8.610 -5.320 3.789  -1.542
Cl -9.650 -4.252 2.835  0.513
Cl -7.828 -6.517 2.747  0.519
H -9.230 -5.846 4.511  0.014

Atoms 1-3, force components in eV/Å:
C 1.87 0.52 -0.57
C -0.08 0.63 0.04
C -1.91 -0.20 -0.66

---

[3]
Here is C29H51N4O3SSb2Sn as an isolated structure from the OMol25 dataset. Energies are from ωB97M-V/def2-TZVPD.

The value obtained for the total energy is -2673.13280 Eh. As for the molecular weight: 898.1 Da. Its HOMO-LUMO gap is 7.38 eV. Its charge is +1.

Last column: Löwdin charge in e.
Cartesian coordinates (Å):
Sn 0.905 -0.418 0.956  1.305
C 2.325 -3.245 2.720  -0.162
C 2.902 -2.120 3.584  -0.193
N 2.753 -0.831 2.891  -0.156
C 2.923 0.354 3.731  -0.193
C 1.669 0.620 4.559  -0.207
N 0.471 0.811 3.725  -0.100
C -0.733 0.484 4.499  -0.222
C -2.071 0.815 3.830  -0.154
C -2.146 0.794 2.306  -0.236
N -1.678 -0.422 1.621  -0.177
C -2.273 -1.712 1.983  -0.190
C -1.403 -2.524 2.949  -0.186
N 0.027 -2.339 2.665  -0.124
C 0.850 -3.511 2.999  -0.214
H 2.876 -4.171 2.879  0.122
H 2.433 -2.960 1.667  0.099
H 3.954 -2.319 3.809  0.129
H 2.365 -2.079 4.535  0.115
H 3.452 -0.806 2.152  0.080
H 3.111 1.210 3.077  0.115
H 3.778 0.254 4.410  0.130
H 1.845 1.476 5.219  0.130
H 1.484 -0.246 5.200  0.109
H 0.428 1.789 3.452  0.119
H -0.720 0.979 5.478  0.126
H -0.689 -0.588 4.700  0.090
H -2.386 1.817 4.130  0.118
H -2.813 0.124 4.236  0.113
H -1.539 1.610 1.903  0.079
H -3.190 1.000 2.040  0.125
H -1.922 -0.267 0.649  0.007
H -2.354 -2.290 1.061  0.088
H -3.283 -1.597 2.394  0.129
H -1.655 -3.579 2.826  0.125
H -1.636 -2.264 3.986  0.110
H 0.350 -1.572 3.252  0.035
H 0.513 -4.352 2.389  0.123
H 0.718 -3.788 4.054  0.130
C -0.930 2.340 -3.442  -0.318
Sb -1.698 2.020 -1.469  1.321
C -3.226 3.536 -1.752  -0.340
C -2.931 0.218 -1.885  -0.332
C -3.008 -0.388 -3.245  -0.279
C -4.202 -0.211 -3.948  -0.053
C -4.462 -0.854 -5.143  -0.078
C -3.511 -1.710 -5.666  -0.078
C -2.315 -1.890 -4.995  -0.049
C -2.021 -1.241 -3.792  -0.251
C -0.636 -1.484 -3.259  -0.275
Sb -0.248 -2.344 -1.292  1.330
C 1.486 -3.447 -1.880  -0.282
C -1.658 -3.982 -1.393  -0.301
H -0.830 3.411 -3.607  0.006
H -1.615 1.917 -4.177  0.014
H 0.047 1.875 -3.532  -0.014
H -3.801 3.360 -2.660  0.008
H -2.698 4.486 -1.841  -0.003
H -3.901 3.595 -0.899  -0.007
H -3.935 0.495 -1.562  0.058
H -2.537 -0.533 -1.196  -0.015
H -4.955 0.446 -3.526  0.111
H -5.404 -0.697 -5.650  0.107
H -3.697 -2.237 -6.593  0.107
H -1.574 -2.557 -5.419  0.111
H -0.053 -0.567 -3.209  0.032
H -0.123 -2.166 -3.937  0.062
H 1.239 -4.098 -2.716  0.017
H 1.845 -4.049 -1.046  0.005
H 2.261 -2.741 -2.175  0.000
H -1.462 -4.577 -2.283  0.012
H -2.681 -3.610 -1.439  0.005
H -1.553 -4.612 -0.510  -0.005
C 3.109 6.196 -1.329  -0.043
C 3.081 4.695 -1.327  -0.262
C 3.363 3.969 -2.483  -0.021
C 3.410 2.584 -2.468  -0.039
C 3.161 1.907 -1.286  -0.276
C 2.858 2.611 -0.131  -0.073
C 2.822 3.994 -0.150  -0.030
S 2.971 0.149 -1.294  0.438
O 1.501 -0.035 -1.488  -0.597
O 3.771 -0.454 -2.309  -0.260
O 3.242 -0.321 0.088  -0.481
H 2.851 6.601 -2.306  0.081
H 4.114 6.543 -1.082  0.092
H 2.426 6.604 -0.585  0.079
H 3.549 4.496 -3.411  0.120
H 3.644 2.024 -3.364  0.123
H 2.678 2.063 0.786  0.071
H 2.597 4.535 0.761  0.115

Atoms 1-3, force components in eV/Å:
Sn -0.45 0.10 0.35
C -0.25 0.10 0.15
C -0.01 -0.10 -0.13

---

[4]
Here is a 8-piece molecular cluster, C29H52N8O5 overall at a distorted geometry from the OMol25 dataset. Energies are from ωB97M-V/def2-TZVPD.

The SMILES is CN(C)C=O.CN(C)C=O.CN(C)C=O.CN(C)C=O.CN(C)C=O.c1ccncc1.c1ccncc1.CCCC#N. The value obtained for the total energy is -1950.36783 Eh. As for the molecular weight: 592.8 Da. Its HOMO-LUMO gap is 9.00 eV. Its charge is 0.

Last column: Löwdin charge in e.
Cartesian coordinates (Å):
C -4.741 -1.300 -0.394  -0.101
N -4.703 -2.714 -0.413  -0.182
C -5.819 -3.326 -1.254  0.004
C -3.737 -3.375 0.208  -0.370
O -3.586 -4.581 0.151  0.016
H -4.027 -0.952 0.353  0.064
H -5.738 -0.915 -0.182  0.092
H -4.458 -0.940 -1.383  0.083
H -5.938 -4.397 -1.093  0.088
H -6.783 -2.899 -0.976  0.082
H -5.588 -3.111 -2.298  0.081
H -3.037 -2.627 0.613  0.128
C 3.831 1.121 0.157  -0.068
N 3.355 2.079 -0.829  -0.201
C 2.563 3.237 -0.414  -0.029
C 3.632 1.851 -2.153  -0.351
O 3.238 2.542 -3.040  0.027
H 4.626 1.407 0.846  0.088
H 4.196 0.231 -0.356  0.074
H 2.903 0.958 0.705  0.059
H 2.301 3.832 -1.290  0.069
H 1.773 2.846 0.227  0.073
H 3.292 3.794 0.174  0.095
H 4.141 0.883 -2.276  0.135
C 6.690 -4.575 3.175  -0.059
N 5.470 -4.052 2.606  -0.191
C 4.798 -3.047 3.456  -0.065
C 4.978 -4.401 1.390  -0.277
O 5.472 -5.428 0.826  -0.062
H 7.105 -5.490 2.752  0.088
H 6.500 -4.787 4.228  0.083
H 7.481 -3.827 3.137  0.088
H 3.912 -2.590 3.015  0.049
H 4.570 -3.536 4.403  0.082
H 5.386 -2.161 3.697  0.079
H 4.043 -3.918 1.065  0.100
C -0.280 3.903 -2.273  -0.069
N -0.863 2.881 -3.087  -0.186
C -2.324 2.674 -2.930  -0.011
C -0.160 2.325 -4.078  -0.318
O -0.677 1.558 -4.911  -0.026
H -0.013 3.484 -1.303  0.061
H -0.991 4.722 -2.166  0.093
H 0.666 4.265 -2.676  0.083
H -2.466 1.661 -3.307  0.077
H -2.609 2.766 -1.882  0.063
H -2.881 3.343 -3.587  0.097
H 0.869 2.684 -4.235  0.132
C 1.532 2.991 3.476  -0.051
N 0.940 2.476 4.719  -0.167
C 1.801 1.546 5.512  -0.022
C -0.196 2.948 5.198  -0.390
O -0.636 2.732 6.309  0.005
H 0.812 3.653 2.996  0.065
H 1.684 2.153 2.796  0.070
H 2.427 3.566 3.714  0.090
H 1.344 1.174 6.429  0.085
H 2.190 0.683 4.970  0.079
H 2.700 2.093 5.796  0.082
H -0.770 3.601 4.523  0.117
C -2.598 -3.892 -3.423  -0.046
C -2.320 -2.489 -3.356  -0.079
C -1.351 -1.989 -4.192  -0.128
N -0.598 -2.787 -5.072  0.068
C -0.870 -4.111 -5.070  -0.164
C -1.882 -4.703 -4.333  -0.066
H -3.409 -4.273 -2.820  0.082
H -2.840 -1.932 -2.591  0.071
H -1.190 -0.922 -4.156  0.073
H -0.280 -4.636 -5.806  0.099
H -2.078 -5.757 -4.461  0.098
C -4.175 3.225 0.456  -0.083
C -4.042 1.936 1.025  -0.046
C -2.919 1.719 1.899  -0.116
N -1.971 2.691 2.161  0.063
C -2.142 3.890 1.605  -0.157
C -3.180 4.146 0.714  -0.092
H -4.921 3.420 -0.301  0.107
H -4.800 1.204 0.790  0.075
H -2.858 0.750 2.372  0.099
H -1.378 4.617 1.836  0.099
H -3.214 5.108 0.223  0.102
C -0.554 0.313 0.082  -0.108
C 0.210 -0.105 -1.165  -0.205
C 0.894 -1.536 -1.072  -0.135
C 1.913 -1.687 0.010  -0.176
N 2.697 -1.823 0.871  0.158
H -1.433 -0.239 0.414  0.053
H -0.988 1.276 -0.188  0.051
H 0.033 0.435 0.993  0.072
H 0.981 0.648 -1.326  0.092
H -0.522 -0.137 -1.972  0.086
H 1.434 -1.744 -1.996  0.114
H 0.149 -2.327 -0.988  0.112

Atoms 1-3, force components in eV/Å:
C 0.25 0.68 -0.23
N -3.16 -0.63 -1.21
C 1.22 0.09 1.01

---

HOMO-LUMO gap of number 2 (C29H51Cl3FPSi)?
7.46 eV

---

Which formula does entry 4 have?
C29H52N8O5